Entry 1:
The following is a quantum chemistry calculation of a cluster of 2 separate species, C31H29NO5S2 in total, from the Open Molecules 2025 dataset.

```
68
Properties=species:S:1:pos:R:3:forces:R:3
C 1.6395 -0.3220 2.2773 -0.42 0.17 -0.15
H 0.5088 -1.9132 -3.3658 -0.18 0.02 0.08
C -3.8039 -2.0855 1.4034 0.77 -0.32 0.34
H 0.7528 -2.5978 5.2910 0.15 0.17 -0.26
C 4.5494 -0.4178 -3.1669 -0.09 -0.02 0.20
H 1.8705 0.3561 1.4589 -0.12 -0.14 0.07
O 3.1163 2.1168 -3.4826 0.29 -0.11 0.38
H 4.4678 0.1219 -4.1099 -0.02 -0.13 0.26
C 0.2781 -0.6555 2.5082 1.50 -0.62 0.66
O 0.6417 1.4528 0.0521 -1.07 -0.16 0.64
H -0.6904 1.0214 1.5609 0.21 -0.12 -0.11
H -3.6882 1.8801 0.2806 0.04 -0.06 0.24
C 2.6603 -0.8571 3.0513 -0.19 -0.35 0.28
H 0.6059 6.1127 0.0620 0.00 0.00 -0.23
C -3.2444 0.1102 1.3465 -0.39 -1.10 -0.27
C 0.3622 5.4611 -0.7742 -0.04 -0.18 -0.13
C 0.1762 5.9662 -2.0608 -0.13 -0.17 0.06
H 3.4354 -0.1821 0.0483 0.10 -0.11 -0.29
C 3.9034 0.0802 -2.0377 0.11 -0.13 -0.14
C -2.0168 -0.6142 1.4877 0.51 -0.29 0.11
H 5.9615 -3.1801 -1.7585 -0.19 0.17 -0.06
H -5.9147 0.1807 0.3639 0.13 -0.18 0.18
H 3.1448 -2.1196 4.7439 -0.17 0.15 -0.10
H -5.9333 0.2348 2.1429 0.10 -0.24 -0.20
H 0.4576 3.6976 0.4566 -0.10 0.05 -0.31
C -0.2452 3.7182 -2.8801 -0.01 0.06 0.30
H 3.7003 -0.6352 2.8056 -0.33 0.00 0.11
C 0.2519 4.0940 -0.5356 0.00 -0.01 -0.24
C -3.7962 -4.4482 1.6946 -0.09 0.41 -0.12
C -2.3902 -2.0298 1.4898 -0.83 -0.33 0.20
H -1.8514 -5.3667 1.8444 -0.11 0.30 -0.07
O 0.9877 0.1543 -3.4426 -1.38 -0.97 -3.76
H -1.0461 -1.7493 3.8430 0.38 0.12 -0.04
C 3.9629 -0.5891 -0.8138 0.23 -0.26 -0.19
H -4.2178 1.9094 1.9974 0.12 -0.17 -0.24
C -5.6808 -0.3874 1.2728 -0.19 0.19 -0.03
H -0.5937 -3.1991 1.6247 -0.27 -0.15 0.06
H 0.2794 7.0351 -2.2463 -0.05 -0.26 0.00
C -4.5311 -3.2637 1.5285 0.29 -0.09 -0.09
C -0.7776 -0.0417 1.7475 -1.82 0.22 0.55
C -1.6819 -3.2216 1.6105 -0.14 -0.38 -0.03
C 4.6893 -1.7795 -0.7236 -0.09 0.42 0.01
H -6.2920 -1.2909 1.2906 0.11 0.23 0.00
N -4.2766 -0.7687 1.3038 0.80 1.14 0.12
C 5.2798 -1.6024 -3.0644 0.06 0.05 0.06
C -0.0057 -1.5005 3.6148 -0.13 0.26 -0.36
C -0.0498 3.2186 -1.5889 -0.50 0.58 0.24
H -0.9244 -0.7891 -3.3690 0.20 -0.14 -0.05
C -2.3915 -4.4269 1.7261 -0.08 0.39 -0.16
C 5.3692 -2.2691 -1.8423 -0.14 0.00 -0.08
H 0.0651 -1.0273 -4.8672 0.03 0.09 0.40
C 0.0706 -0.9966 -3.7711 1.44 1.51 1.09
S -0.0034 1.4528 -1.2588 3.07 -0.09 -1.19
H 5.7722 -1.9970 -3.9545 -0.05 0.06 0.31
H -0.3038 5.4814 -4.1097 0.10 -0.06 0.19
C -0.1420 5.0946 -3.1051 0.00 -0.23 0.05
S 2.8519 1.5211 -2.1879 -1.74 -1.07 -0.65
C -3.4370 1.5645 1.3045 0.13 0.58 -0.01
C 1.2279 0.7045 -2.2595 -0.13 0.52 3.19
H 4.7154 -2.3172 0.2261 0.09 0.13 -0.27
O 3.0100 2.3045 -0.9883 0.08 0.01 -0.09
O -1.3043 0.8256 -1.4358 -0.03 0.28 0.03
H -2.5010 2.0533 1.5887 -0.23 0.02 -0.18
C 1.0136 -1.9787 4.4306 -0.02 -0.01 -0.18
H -5.6228 -3.2393 1.5051 0.40 -0.27 -0.01
H -4.3282 -5.3962 1.7774 0.17 0.27 0.03
H -0.4439 3.0224 -3.6956 0.04 0.22 0.13
C 2.3508 -1.6904 4.1346 -0.19 0.13 -0.26
```
Forces are in eV/Å.

Properties
Gap between HOMO and LUMO in Ha: 0.1356
Energy relative to the best compared isomer or geometry (same formula, charge and spin) in kJ/mol: 64.8

=====

Entry 2:
The following is a quantum chemistry calculation of a cluster of 16 separate species, C28H88O16 in total, from the Open Molecules 2025 dataset.

```
132
Properties=species:S:1:pos:R:3:forces:R:3
H 0.1452 -0.3451 2.3783 0.57 0.10 -0.15
H 2.1128 0.8058 1.6879 -0.45 0.35 -0.96
C 0.0291 -4.8967 -0.4160 -0.19 -0.20 0.79
H -2.5914 -1.9509 1.9506 1.27 0.01 0.33
H -2.6338 -0.9460 -2.2217 -0.78 1.48 -1.07
C -2.1826 -1.7328 -1.7107 0.90 -1.36 1.06
H 3.8631 -1.1770 0.6802 0.24 -0.39 0.66
H -1.5749 -5.4870 -1.3784 -0.35 -0.42 0.05
C 1.3943 -4.0868 3.9344 -0.26 2.42 -0.90
H -0.7268 3.8379 -1.9099 -0.06 -0.31 -0.20
H 0.6212 2.5769 3.0982 0.12 0.07 1.28
H 2.3113 -3.5317 3.5903 -0.68 -0.68 0.55
H -2.4151 4.5273 2.8374 -0.53 0.19 -0.60
H 3.3646 1.8010 -2.9755 0.22 0.86 -1.19
H 5.4443 -2.7019 -3.1256 0.06 0.82 -1.26
O -3.6756 -3.4995 3.8316 0.22 -0.01 -1.48
H 4.0543 -2.0347 2.2806 0.13 0.16 0.39
O -2.4703 3.1880 5.9383 -1.06 1.23 -0.52
H 2.7089 -2.3527 1.1727 -0.68 0.05 0.53
H -2.9467 -2.4510 -1.4652 -0.58 0.15 1.01
H -5.1282 0.4734 -2.7838 -0.23 0.29 -0.01
O 1.1022 5.1699 1.4523 0.35 -0.04 0.62
H -3.7641 2.4944 -2.6988 0.43 0.18 -0.22
O -5.2316 3.7549 -2.0981 -0.24 0.57 1.03
C -1.9772 5.1202 -1.3699 1.51 1.85 0.24
C -3.6178 -2.1597 1.7903 -0.08 0.20 -0.91
H -1.0946 4.1474 3.8218 0.03 0.42 0.45
H 0.1812 -6.9279 -0.9658 0.14 -0.31 -0.30
H -3.5812 2.8643 -0.1623 0.05 -0.43 -0.72
O -0.8896 -4.8415 -1.5221 0.31 0.35 0.21
H 1.2926 -4.9712 3.3545 -0.16 -0.74 -0.44
C 0.9740 -3.7716 -0.4736 1.26 2.67 -1.37
H -5.1113 -3.4666 2.4698 -0.65 0.20 -0.06
H -4.0135 3.4906 4.5130 0.25 0.33 0.33
O 1.1948 -2.4769 -4.0895 -0.31 -0.87 1.05
H -4.1553 -1.2745 2.1379 -0.24 -0.36 0.09
C 0.8119 -6.1937 -0.4768 -2.20 -1.43 2.72
H -0.5526 -2.5621 -7.0010 -0.13 -0.04 0.24
C -4.1809 2.0644 -0.6545 -0.19 1.19 0.88
H -3.5660 1.1689 -0.7130 -0.13 -0.17 0.28
H -0.4229 1.9320 -0.4956 0.72 -0.04 -0.35
H 2.4115 5.8151 -2.3952 0.22 -1.03 -1.26
H 0.5136 -2.8035 -0.8939 0.53 -1.46 0.65
O 2.0906 1.2497 3.5301 0.50 1.11 0.14
C -0.4243 -2.8639 -5.9561 1.86 -0.25 -0.01
C 3.7621 -2.1394 1.2494 -0.48 1.22 -0.90
C -4.0390 -3.4491 2.3886 -1.00 -1.45 2.05
H -2.1100 5.1358 -0.2900 -0.34 -0.16 0.29
O 3.3475 2.4027 -0.9690 0.99 1.00 -1.83
H -1.2511 -3.3785 -2.3871 -0.28 0.50 0.57
C 2.3897 4.7264 -2.7121 -0.35 1.33 2.97
O -1.3272 -2.4187 -2.5597 1.36 -0.20 -1.79
H 1.5619 -1.8613 -5.8637 0.02 -0.44 -0.94
C 4.3533 -2.6528 -3.1727 0.86 -0.49 0.75
H 2.8441 0.6187 -1.8524 -0.06 0.17 -0.16
H 2.7299 6.3340 0.8847 -0.01 -0.73 0.65
C -2.1431 4.4600 3.8734 0.01 -1.23 0.14
H 3.8823 -2.9788 -4.0984 0.19 -0.14 0.01
H -2.7085 -3.5388 3.8554 -0.07 0.02 0.10
O 0.2247 -3.2288 3.6416 0.85 -0.85 0.37
H 4.2300 -4.4346 -2.2863 0.08 0.00 -0.25
H 1.0257 -6.6636 0.5426 -0.05 0.93 -1.21
H 3.0649 1.2359 3.6410 -0.38 0.20 -0.01
H 2.2191 4.5056 -3.7410 -0.31 0.14 -0.73
H -1.3364 -2.8236 -5.4116 -0.90 0.28 0.41
C 0.1586 -0.5611 -5.0641 0.78 0.16 -0.64
H 1.5753 2.9852 4.6727 -0.45 -0.18 0.45
H 5.2677 0.2094 3.1038 0.25 -0.63 0.09
C -4.6318 2.4607 -2.0611 -0.56 -0.39 0.91
C 5.2100 1.6219 1.7748 -0.44 0.11 -0.20
H 2.0550 3.3655 3.0433 1.12 0.07 -0.26
H -1.0710 -0.4562 1.1972 -0.34 0.43 0.01
H -1.6003 1.8279 4.0861 0.05 -0.61 -0.22
H 4.1667 -3.1838 -0.2543 0.23 -0.37 -0.71
C -3.6862 -4.8198 1.7386 1.12 0.73 -0.29
H 4.4778 2.4176 1.5406 0.27 -0.41 0.38
C 0.6863 0.2721 0.3220 1.29 0.09 0.27
H 1.4151 -4.3144 4.9824 0.22 -0.19 0.50
H 0.7085 4.8415 0.6590 -0.61 -0.27 -0.84
H -2.8127 4.0209 6.3112 0.50 -0.58 0.45
H 2.7975 4.7076 0.3230 0.05 -0.72 -0.37
H -3.9263 -5.5812 2.4815 0.51 0.05 0.09
C 3.5612 1.4432 -2.0059 -1.60 -1.31 2.09
H -3.7131 -2.2473 0.7180 -0.26 0.24 -0.49
H 1.6843 -6.0210 -0.9962 1.95 -0.06 -1.19
H -2.9559 1.9647 2.8931 0.38 0.26 -0.12
H 3.0504 4.9552 2.0535 0.09 0.23 -0.02
O 1.9303 0.9651 0.7161 -0.65 -1.02 0.58
H -0.5884 1.1937 1.8590 0.18 -1.03 -0.56
H -0.6986 -0.5684 -4.4032 -0.18 0.22 0.19
C 0.6601 -1.9965 -5.2815 -0.39 1.48 -0.72
H 0.1871 -2.5946 4.3656 -0.06 0.07 -0.15
C 2.4864 5.2750 1.1777 0.21 1.56 -0.17
H 0.8802 -0.7731 0.0035 0.51 0.46 0.11
H -6.4700 1.3449 -2.0602 -1.52 -0.27 1.40
H -0.0903 -0.0842 -6.0312 -0.12 -0.23 0.46
H -5.9372 1.8409 -3.5623 -0.36 0.30 -1.52
H -0.7036 0.4562 -1.3080 -0.02 -0.21 0.20
C -0.2362 0.1820 1.5028 -1.08 0.56 0.49
C -5.6162 1.4524 -2.6413 2.15 -0.30 -0.08
C 1.5818 2.6250 3.6593 -0.67 -1.43 -1.67
C -2.6672 1.9911 3.9475 -0.18 -0.49 -0.57
H -4.2257 -5.1642 0.8418 -0.14 0.86 0.12
H 0.7535 1.1757 -1.6916 0.81 0.47 -0.17
H -0.4561 -4.7237 0.5554 -0.71 -0.67 -0.36
H 1.8584 -4.0186 -1.1111 -0.68 0.47 0.34
H 5.0124 0.8050 1.0581 0.46 0.50 0.05
H 1.3579 -3.5259 0.5266 -0.20 -0.25 -0.26
H 1.0101 0.0093 -4.6431 -0.62 -0.12 0.05
H 3.3014 4.2668 -2.3424 0.42 0.17 -0.45
H -3.2861 1.1942 4.3800 0.44 0.22 0.38
C 0.1088 1.0273 -0.8522 -1.82 0.01 0.63
H -1.1081 5.7778 -1.5772 -0.44 0.16 0.24
H -1.6048 -1.2937 -0.8738 -0.67 -0.51 0.11
H -0.0859 -3.9009 -5.9180 -0.02 -0.07 -0.23
H -2.6057 -4.7859 1.4467 -0.63 -0.48 0.47
H 6.2128 2.0697 1.7041 -0.22 -0.40 -0.22
H 1.7946 3.3921 -1.4781 -0.36 0.31 0.04
C -2.9229 3.3238 4.5641 -0.08 0.20 0.14
O 4.9966 1.1184 3.1029 -0.44 0.81 -0.07
H 2.7776 1.9944 -0.3361 -0.77 -0.92 1.38
H 0.4723 -2.4623 -3.4436 0.03 0.00 0.22
O 1.3615 4.2008 -1.8233 0.16 -0.75 -0.52
O 4.4723 -3.1651 0.6538 0.70 -0.52 0.22
O 4.0819 -3.5144 -2.0625 -1.33 -0.02 0.48
H 3.9782 -1.6534 -2.9482 0.07 -0.17 0.16
H -5.0262 1.9752 0.0757 0.32 -0.52 -0.84
H -2.2921 5.4261 4.3451 0.19 0.06 0.13
H -2.7991 5.5322 -1.8916 -1.18 0.50 -0.21
O -1.6940 3.8948 -1.9002 0.75 -2.00 -0.41
H 4.4801 0.9349 -1.8673 1.42 0.01 -0.30
H -5.4722 4.0450 -1.1871 0.33 -0.48 -1.07
```
Forces are in eV/Å.

Properties
Gap between HOMO and LUMO in Ha: 0.3762
Energy relative to the best compared isomer or geometry (same formula, charge and spin) in kJ/mol: 217.2

=====

Entry 3:
The following is a quantum chemistry calculation of a cluster of 2 separate species, C5H13N3 in total, from the Open Molecules 2025 dataset.

```
21
Properties=species:S:1:pos:R:3:forces:R:3
H 3.7836 0.7629 0.4490 -0.02 0.14 -0.13
C -1.6161 -2.2436 0.6915 -0.98 -0.11 -1.70
N 0.7655 1.0783 -2.1268 0.66 -0.13 -0.85
H 0.0029 -1.9086 1.9118 -0.52 0.13 -0.34
H 0.1247 1.8430 -1.9540 -0.07 0.03 0.04
H 1.0607 2.2580 0.0901 0.00 0.32 0.71
H 2.5393 2.3483 -2.1332 -0.39 0.03 0.44
N -2.4570 -1.4987 0.0240 2.43 -1.34 1.28
H 0.7288 0.9206 -3.1590 0.40 0.21 1.26
C 2.9391 1.3642 0.7680 -1.38 0.77 -1.00
H -3.8118 0.0087 0.7289 0.30 -0.71 -0.24
N -1.0219 -1.9619 1.9520 0.55 0.35 1.08
H -2.2242 0.2880 1.3451 0.12 -0.90 -0.49
H -2.6296 0.6511 -0.3182 0.28 -1.20 -0.02
H 2.9546 1.6918 1.7989 -0.30 -0.17 0.07
H -1.1877 -2.7000 2.6525 -0.23 0.38 -0.71
H -1.2477 -3.2567 0.2759 -1.24 1.54 0.08
C -2.7463 -0.1470 0.4581 -0.71 1.88 1.04
H 2.8811 0.7011 -1.8225 -0.67 -0.04 0.31
C 1.9783 1.7342 -0.1176 1.99 -0.86 -0.06
C 2.1149 1.4702 -1.6016 -0.24 -0.34 -0.76
```
Forces are in eV/Å.

Properties
Gap between HOMO and LUMO in Ha: 0.3778
SMILES: C/N=C\N.C=CCN
Energy relative to the best compared isomer or geometry (same formula, charge and spin) in kJ/mol: 251.2